No. 1
A structure of composition C45H53BiN4O2PS4Si. Source: OMol25; level of theory: the ωB97M-V functional and the def2-TZVPD basis.

HOMO energy (alpha / beta) = -1.140 / -2.282 eV
charge = -2
HOMO-LUMO gap (alpha / beta) = 5.105 / 6.234 eV
energy relative to the best compared isomer or geometry (same formula, charge and spin) = 5.0 kcal per mole
multiplicity = 2
LUMO (alpha / beta) = 3.96 / 3.95 eV
total energy = -4554.33263 Eh

Each line ends with the Löwdin charge.
Element x y z (Å)
Bi: -0.03028 0.31215 1.11793  1.44
C: -7.22091 -1.62613 3.31935  -0.09
C: -5.73179 -1.91100 3.36981  -0.35
O: -4.97046 -0.71639 3.43460  -0.35
P: -4.62629 0.18501 2.13290  -0.18
S: -2.98879 1.20319 2.52208  0.19
S: -4.84903 -0.85517 0.46612  0.23
O: -5.90040 1.20754 2.23933  -0.38
C: -5.85700 2.37864 1.43865  -0.36
C: -7.24994 2.65501 0.91022  -0.09
H: -7.78153 -2.56418 3.33828  0.07
H: -7.46042 -1.08944 2.40164  0.06
H: -7.52234 -1.01365 4.17053  0.07
H: -5.42918 -2.49185 2.49569  0.05
H: -5.46901 -2.46985 4.27187  0.11
H: -5.15540 2.24492 0.60985  0.07
H: -5.48594 3.20743 2.04889  0.11
H: -7.55592 1.86064 0.23023  0.07
H: -7.26709 3.60572 0.37295  0.07
H: -7.96624 2.70416 1.73136  0.07
S: 2.35556 1.44899 3.48752  0.49
C: 3.30357 2.30401 2.36723  -0.76
N: 4.65173 1.95771 2.21018  -0.14
C: 5.54148 2.86931 1.54316  -0.16
C: 4.87031 3.40267 0.30550  -0.16
N: 3.61649 4.01857 0.66088  -0.13
C: 3.08652 4.91393 -0.35240  -0.18
C: 2.84015 4.22886 -1.67947  -0.20
C: 1.70009 3.44898 -1.86883  -0.05
C: 1.51129 2.75280 -3.05259  -0.08
C: 2.44720 2.84063 -4.07414  -0.10
C: 3.57459 3.63115 -3.90548  -0.11
C: 3.76747 4.31575 -2.71333  -0.07
C: 2.76305 3.35115 1.55674  -0.77
S: 1.13334 3.80640 1.65835  0.53
C: 5.31120 1.06859 3.14358  -0.19
C: 5.89287 -0.12622 2.43348  -0.20
C: 7.26114 -0.28272 2.25366  -0.07
C: 7.76741 -1.38056 1.56737  -0.11
C: 6.90199 -2.33373 1.05565  -0.11
C: 5.53013 -2.18343 1.22904  -0.08
C: 5.02953 -1.08708 1.90822  -0.02
H: 6.44758 2.32743 1.25553  0.12
H: 5.83548 3.69974 2.20776  0.13
H: 4.73641 2.57797 -0.40691  0.11
H: 5.50652 4.15510 -0.17303  0.12
H: 3.80813 5.72847 -0.49274  0.12
H: 2.15659 5.32283 0.04099  0.06
H: 0.97516 3.37370 -1.06685  0.07
H: 0.63970 2.12021 -3.15856  0.09
H: 2.30434 2.28502 -4.99227  0.09
H: 4.31078 3.70639 -4.69690  0.09
H: 4.65361 4.92880 -2.58145  0.10
H: 4.55438 0.74582 3.86174  0.04
H: 6.10128 1.60993 3.68499  0.12
H: 7.93819 0.46099 2.66091  0.10
H: 8.83713 -1.48612 1.43004  0.09
H: 7.29184 -3.18797 0.51603  0.09
H: 4.84700 -2.91684 0.82277  0.10
H: 3.96103 -0.95008 2.02775  0.11
C: -4.81186 1.87555 -2.42641  -0.19
Si: -3.00212 1.89197 -2.91577  0.42
C: -2.51583 3.64840 -3.37906  -0.19
C: -2.74180 0.75110 -4.38845  -0.19
C: -1.92408 1.32289 -1.55982  -0.21
C: -1.22624 0.93011 -0.64735  -0.32
H: -5.44751 1.64939 -3.28515  0.02
H: -5.11541 2.84383 -2.02396  0.02
H: -4.99115 1.12450 -1.65459  -0.03
H: -3.18119 4.05185 -4.14562  0.02
H: -1.49223 3.70692 -3.74865  0.01
H: -2.58488 4.28716 -2.49755  0.03
H: -3.39115 1.02105 -5.22398  0.02
H: -2.96596 -0.27652 -4.09892  0.02
H: -1.70670 0.78008 -4.73101  0.02
N: -4.69232 -8.62077 2.80028  0.12
C: -4.21449 -7.58680 2.62969  -0.21
C: -3.61505 -6.30332 2.41530  -0.25
C: -4.06137 -5.48552 1.37526  -0.03
C: -3.47143 -4.25762 1.15723  -0.03
C: -2.41775 -3.82594 1.97173  -0.22
C: -1.99041 -4.64347 3.02516  -0.02
C: -2.57892 -5.87155 3.24502  -0.04
C: -1.76505 -2.58701 1.71348  -0.14
C: -1.16093 -1.56893 1.46164  -0.27
H: -4.87482 -5.82032 0.74501  0.12
H: -3.82060 -3.59830 0.37471  0.08
H: -1.19136 -4.29432 3.66437  0.12
H: -2.24505 -6.50453 4.05726  0.11
C: 0.48518 -3.74277 -2.93801  -0.14
N: -0.10697 -3.29820 -1.69849  -0.24
C: -1.01458 -2.18716 -1.92678  -0.10
C: 0.85594 -3.03537 -0.62728  -0.18
C: 1.78148 -1.85555 -0.85597  -0.24
C: 2.89660 -2.05757 -1.67228  -0.08
C: 3.73791 -1.01843 -2.03440  -0.10
C: 3.47965 0.25489 -1.55691  -0.09
C: 2.40719 0.45416 -0.69942  -0.16
C: 1.53222 -0.57486 -0.34592  -0.28
H: -0.30198 -4.13624 -3.58676  0.07
H: 1.19987 -4.54565 -2.74471  0.07
H: 1.00692 -2.94280 -3.48981  0.08
H: -1.82215 -2.51857 -2.58388  0.08
H: -0.52264 -1.32048 -2.39383  0.08
H: -1.45498 -1.85620 -0.98790  0.05
H: 1.45276 -3.94460 -0.49920  0.12
H: 0.27932 -2.88319 0.28277  0.07
H: 3.10856 -3.06084 -2.02812  0.10
H: 4.59353 -1.20436 -2.67309  0.09
H: 4.10968 1.08742 -1.84607  0.09
H: 2.24992 1.45256 -0.30023  0.06

Forces on atoms 1 to 6 (eV/Å):
Bi 0.004 0.302 0.116
C 0.035 -0.010 -0.010
C -0.103 -0.087 0.021
O 0.139 0.038 -0.031
P 0.005 0.071 0.057
S -0.045 -0.034 -0.013

***

No. 2
A cluster of 6 separate species, C45H53ClN5O16PS in total in a non-equilibrium geometry. Source: OMol25; level of theory: the ωB97M-V functional and the def2-TZVPD basis.

HOMO energy = -7.997 eV
charge = 0
HOMO-LUMO gap = 7.393 eV
SMILES = CCOC(=O)CCC[C@@]1([C@H](Cl)CC)OS(=O)(=O)O[C@H]1P(CC)CC.O=[N+]([O-])c1ccccc1.O=[N+]([O-])c1ccccc1.O=[N+]([O-])c1ccccc1.O=[N+]([O-])c1ccccc1.O=[N+]([O-])c1ccccc1
LUMO = -0.60 eV
total energy = -4423.39557 Eh

Each line ends with the Löwdin charge.
Element x y z (Å)
C: -0.40499 -0.67838 1.55310  -0.05
C: 0.71265 -0.51303 0.55139  -0.22
O: 0.27023 -0.10858 -0.75551  -0.02
C: -0.67099 -0.93400 -1.28961  -0.43
O: -0.48725 -2.14630 -1.39677  0.08
C: -1.96794 -0.29558 -1.71268  -0.06
C: -1.83614 1.15261 -2.24547  -0.15
C: -3.06597 2.00044 -1.85208  -0.11
C: -2.94949 2.87768 -0.59492  -0.37
C: -1.57985 2.87059 0.14189  -0.53
Cl: -1.76638 2.82177 1.94553  0.72
C: -0.65249 4.04378 -0.14615  -0.26
C: -0.09011 4.11510 -1.57749  -0.06
O: -3.08621 4.26821 -1.11997  -0.19
S: -3.87823 5.25310 -0.19464  0.57
O: -4.97104 5.83972 -0.88915  -0.22
O: -3.05052 6.18694 0.49385  -0.23
O: -4.31599 4.16120 0.87701  -0.23
C: -4.18289 2.82916 0.31429  -0.41
P: -5.82283 2.37986 -0.51956  1.06
C: -6.05328 3.19663 -2.16003  -0.40
C: -6.61131 2.19618 -3.20570  -0.15
C: -7.18825 2.84583 0.63040  -0.38
C: -8.05541 1.61303 0.91796  -0.18
H: 0.00706 -0.83575 2.54345  0.09
H: -1.02561 -1.54131 1.31407  0.08
H: -1.05573 0.19144 1.56634  0.03
H: 1.37334 0.27396 0.89921  0.12
H: 1.31203 -1.41842 0.50338  0.11
H: -2.38787 -0.93023 -2.48368  0.13
H: -2.64611 -0.33739 -0.86072  0.13
H: -1.86670 1.06404 -3.32734  0.12
H: -0.88989 1.58333 -1.95857  0.08
H: -3.90711 1.31718 -1.78634  0.08
H: -3.29295 2.65426 -2.68446  0.12
H: -1.02526 1.96462 -0.06970  0.08
H: 0.19460 3.89889 0.52019  0.10
H: -1.07595 4.99081 0.15829  0.08
H: -0.04484 5.16642 -1.85351  0.08
H: 0.93831 3.77243 -1.59861  0.08
H: -0.70151 3.63967 -2.33390  0.06
H: -4.13213 2.06704 1.07915  0.10
H: -6.76505 4.00847 -2.03074  0.07
H: -5.15291 3.64270 -2.55814  0.05
H: -6.05125 2.31299 -4.13002  0.06
H: -6.46797 1.17931 -2.85429  0.04
H: -7.65708 2.38934 -3.41024  0.06
H: -6.80636 3.30496 1.53654  0.07
H: -7.81019 3.57200 0.11040  0.08
H: -9.09564 1.90406 1.04023  0.07
H: -8.01412 0.89228 0.11062  0.02
H: -7.70997 1.08719 1.80368  0.07
C: 6.92984 -1.78115 -0.12940  -0.05
C: 5.62517 -1.39721 -0.41062  -0.06
C: 4.73405 -1.17729 0.62392  0.00
C: 5.16679 -1.33763 1.92790  -0.15
C: 6.46314 -1.71320 2.22677  0.00
C: 7.34950 -1.94007 1.18559  -0.05
N: 4.21585 -1.08991 3.02074  -0.35
O: 3.07076 -0.82716 2.70887  0.06
O: 4.61572 -1.17707 4.15975  0.09
H: 7.62548 -1.95231 -0.94052  0.11
H: 5.30317 -1.27268 -1.43398  0.10
H: 3.71867 -0.88024 0.41072  0.10
H: 6.78240 -1.83421 3.25110  0.12
H: 8.36534 -2.23760 1.39582  0.07
C: -12.58996 -3.16267 2.53171  -0.07
C: -13.10033 -2.57362 1.38275  -0.06
C: -12.25296 -1.92478 0.49996  0.00
C: -10.90122 -1.88054 0.78381  -0.15
C: -10.37522 -2.45554 1.92513  0.00
C: -11.22997 -3.10021 2.80383  -0.06
N: -9.99481 -1.21091 -0.16080  -0.34
O: -10.48348 -0.69529 -1.14326  0.08
O: -8.81037 -1.21205 0.09826  0.06
H: -13.25402 -3.67272 3.21672  0.11
H: -14.15961 -2.62175 1.17280  0.11
H: -12.64428 -1.46467 -0.39475  0.12
H: -9.31649 -2.40597 2.13032  0.12
H: -10.83430 -3.55684 3.70016  0.11
C: 2.96777 6.82269 3.87718  -0.07
C: 2.50772 7.24958 2.63877  -0.06
C: 2.91850 6.60229 1.48537  -0.01
C: 3.78447 5.53030 1.59407  -0.15
C: 4.25771 5.09450 2.81719  0.00
C: 3.84420 5.74942 3.96536  -0.06
N: 4.20260 4.82406 0.37335  -0.36
O: 3.78331 5.23879 -0.68672  0.07
O: 4.93152 3.86437 0.49881  0.08
H: 2.64079 7.32708 4.77664  0.11
H: 1.82559 8.08537 2.57140  0.11
H: 2.56339 6.92961 0.51981  0.12
H: 4.93595 4.25696 2.88017  0.12
H: 4.20295 5.41950 4.93021  0.11
C: 0.18027 -6.31636 -2.09543  -0.07
C: 0.26013 -4.94935 -1.86424  -0.06
C: 1.45118 -4.27864 -2.08225  0.00
C: 2.54624 -4.99293 -2.53468  -0.14
C: 2.48803 -6.35466 -2.76541  -0.01
C: 1.29328 -7.01806 -2.54164  -0.07
N: 3.80492 -4.27566 -2.78755  -0.35
O: 3.81907 -3.08691 -2.55098  0.07
O: 4.74727 -4.90708 -3.21588  0.08
H: -0.75340 -6.83727 -1.92881  0.11
H: -0.60388 -4.40042 -1.51730  0.09
H: 1.51233 -3.21566 -1.90333  0.10
H: 3.35556 -6.89395 -3.11493  0.12
H: 1.22894 -8.08270 -2.71858  0.11
C: 12.56709 -5.69436 -1.50946  -0.07
C: 13.23332 -5.69157 -0.29122  -0.06
C: 12.86452 -4.79749 0.69993  0.00
C: 11.82644 -3.91928 0.45261  -0.14
C: 11.15554 -3.90285 -0.75578  0.00
C: 11.53220 -4.79873 -1.74228  -0.06
N: 11.41693 -2.98333 1.50985  -0.34
O: 12.03039 -3.00429 2.55202  0.09
O: 10.48053 -2.24432 1.27506  0.05
H: 12.85467 -6.39756 -2.27958  0.11
H: 14.03971 -6.38875 -0.11207  0.11
H: 13.37908 -4.79096 1.64889  0.12
H: 10.34990 -3.20608 -0.93087  0.11
H: 11.01590 -4.80020 -2.69191  0.11

Forces on atoms 1 to 6 (eV/Å):
C -0.436 -0.213 -0.418
C 0.765 -0.119 0.689
O -1.122 0.024 0.018
C 0.474 -2.223 -0.239
O -0.327 2.244 0.442
C 0.736 0.634 -0.314